[1]
{"formula": "C16H25N3O4S", "method": "ωB97M-V with the def2-TZVPD basis set", "symbols": ["S", "O", "O", "O", "O", "N", "N", "N", "C", "C", "C", "C", "C", "C", "C", "C", "C", "C", "C", "C", "C", "C", "C", "C", "H", "H", "H", "H", "H", "H", "H", "H", "H", "H", "H", "H", "H", "H", "H", "H", "H", "H", "H", "H", "H", "H", "H", "H", "H"], "positions_angstrom": [[1.38, 3.56, -0.70], [4.79, 1.91, -0.63], [2.32, -1.49, 1.00], [-0.39, -0.63, 1.26], [-3.21, 3.14, 0.95], [3.05, 1.14, 0.61], [0.33, 1.33, 0.32], [-1.07, 3.17, 0.21], [2.24, -2.38, -0.10], [-1.93, 1.15, 1.14], [-4.16, -2.00, -2.01], [-3.62, -0.67, 0.78], [3.78, 0.34, 1.56], [-4.23, 0.01, -0.44], [-3.03, 0.34, 1.76], [3.69, -1.15, 1.19], [2.56, 2.35, -1.39], [3.31, -1.91, -1.08], [4.43, -1.49, -0.12], [-2.18, 2.52, 0.79], [-5.02, -0.94, -1.33], [-0.68, 0.62, 0.91], [0.11, 2.56, 0.00], [3.60, 1.79, -0.42], [2.03, 1.04, 0.62], [-2.84, -1.37, 0.48], [-2.63, -0.20, 2.63], [-5.80, -1.43, -0.74], [2.45, -3.41, 0.23], [-3.36, -1.52, -2.58], [4.99, -0.64, -0.49], [1.22, -2.34, -0.50], [3.36, 0.50, 2.55], [2.95, -1.04, -1.64], [-3.43, 0.48, -1.03], [0.57, -0.81, 1.15], [-5.53, -0.35, -2.11], [1.96, 1.54, -1.81], [5.12, -2.32, 0.04], [-4.89, 0.82, -0.10], [-4.40, -1.24, 1.30], [-3.71, -2.66, -1.27], [4.83, 0.66, 1.56], [-1.20, 4.14, -0.04], [3.07, 2.89, -2.19], [-3.80, 1.03, 2.10], [-4.75, -2.60, -2.69], [4.09, -1.74, 2.03], [3.61, -2.68, -1.77]], "e_tot_ev": -40495.1435, "charge": 0, "max_force_ev_per_a": 0.80, "e_homo_ev": -8.587, "smiles": "CCCCCc1c(O)nc(SCC(=O)NC[C@@H]2CCCO2)[nH]c1=O", "e_above_lowest_kcal_mol": 0.0}



[2]
{"formula": "C5H11N2S", "method": "ωB97M-V with the def2-TZVPD basis set", "symbols": ["S", "N", "N", "C", "C", "C", "C", "C", "H", "H", "H", "H", "H", "H", "H", "H", "H", "H", "H"], "positions_angstrom": [[2.89, 0.32, -0.35], [0.99, -1.55, 0.21], [-1.02, -0.52, -0.23], [0.06, 0.56, -0.09], [1.37, -0.29, -0.08], [-0.45, -1.78, 0.35], [-0.14, 1.31, -1.42], [-0.08, 1.15, 1.35], [-1.89, -0.23, 0.08], [-0.01, 0.31, 1.94], [-0.77, -2.61, -0.26], [-0.71, -1.93, 1.37], [0.83, 1.49, -1.74], [-0.64, 0.74, -2.16], [-1.14, -0.61, -1.36], [-1.04, 1.62, 1.43], [0.78, 1.81, 1.40], [1.60, -2.12, 0.82], [-0.64, 2.33, -1.26]], "e_tot_ev": -19171.0549, "charge": 1, "max_force_ev_per_a": 4.56, "e_homo_ev": -12.590, "smiles": "CC1(C)[NH2+]CNC1=S", "e_above_lowest_kcal_mol": 42.2}



[3]
{"formula": "C4H8NO3", "method": "ωB97M-V with the def2-TZVPD basis set", "symbols": ["O", "O", "O", "N", "C", "C", "C", "C", "H", "H", "H", "H", "H", "H", "H", "H"], "positions_angstrom": [[0.66, -1.14, -0.77], [1.63, -2.98, 0.06], [-1.42, 3.16, -0.50], [-1.14, 0.91, -0.50], [-0.73, 2.17, -0.23], [0.80, -2.07, 0.08], [0.63, 2.26, 0.47], [-0.34, -2.14, 1.16], [1.16, 3.09, -0.03], [-1.76, 0.81, -1.29], [-0.49, 0.09, -0.37], [-0.86, -1.20, 1.37], [1.23, 1.44, 0.07], [-1.10, -2.79, 0.76], [-0.04, -2.41, 2.18], [0.63, 2.34, 1.55]], "e_tot_ev": -11912.8249, "charge": -1, "max_force_ev_per_a": 2.01, "e_homo_ev": -4.724, "e_above_lowest_kcal_mol": 10.8}



[4]
{"formula": "C5H9NO2", "method": "ωB97M-V with the def2-TZVPD basis set", "symbols": ["O", "O", "N", "C", "C", "C", "C", "C", "H", "H", "H", "H", "H", "H", "H", "H", "H"], "positions_angstrom": [[1.68, -0.84, -1.10], [-1.80, -0.20, -1.10], [0.58, 1.49, -0.98], [-0.25, -0.92, 0.61], [-1.22, 0.14, 0.21], [1.19, 1.14, 0.26], [1.23, -0.46, 0.38], [-0.42, 1.35, 0.11], [-2.58, -0.74, -0.88], [-0.71, 2.36, 0.46], [-0.56, -1.98, 0.41], [1.96, -1.24, 0.87], [-0.29, -1.02, 1.88], [1.73, 1.83, 0.78], [0.85, -1.39, -1.50], [0.66, 0.39, -1.43], [-2.04, 0.09, 1.02]], "e_tot_ev": -10911.4701, "charge": 0, "max_force_ev_per_a": 5.62, "e_homo_ev": -9.002, "smiles": "O[C@@H]1C[C@H](O)[C@@H]2N[C@@H]21", "e_above_lowest_kcal_mol": 117.7}